Arrangement one

Formula: C6H13NO3
Source: OMol25
Level of theory: ωB97M-V with the def2-TZVPD basis set

ORCA input file:
```
! wB97M-V def2-TZVPD RIJCOSX def2/J DEFGRID3
* xyz 0 1
O 1.5205 0.8228 -1.0387
O 0.9763 -2.2255 0.2694
O -2.0735 -1.0766 -0.0283
N -0.0832 -1.1991 -1.6299
C -0.6667 1.2323 0.5902
C 1.9958 0.1612 1.2368
C 1.1348 0.2304 -0.0114
C -1.3025 1.8262 -0.6535
C -0.9330 -0.7726 0.5676
C 0.3055 -1.0922 -0.2337
H -1.7088 2.8162 -0.4378
H 0.2915 -2.0471 -2.0398
H 2.4771 1.1263 1.3802
H -0.9115 -0.9595 1.6368
H -1.3898 1.2317 1.4125
H -1.8249 -1.0804 -1.0039
H 0.0599 1.9289 1.0081
H -0.5650 1.9160 -1.4506
H 0.3356 -0.3923 -2.1078
H 0.3414 -2.9525 0.3263
H -2.1255 1.2183 -1.0317
H 1.4158 -0.0795 2.1281
H 2.7303 -0.6330 1.1110
*
```

## Properties
Orbital gap in eV: 9.4
HOMO level in eV: -8.863

Arrangement two

Formula: C6H13NO3
Source: OMol25
Level of theory: ωB97M-V with the def2-TZVPD basis set

ORCA input file:
```
! wB97M-V def2-TZVPD RIJCOSX def2/J DEFGRID3
* xyz 0 1
O 0.9785 -0.5073 -2.3450
O -1.0004 0.4095 1.0136
O 3.0495 -0.3455 0.5984
N 1.3307 1.1655 -0.8196
C 2.4142 -1.2314 1.5570
C 1.6902 -1.9936 0.4192
C 1.9733 -3.4658 0.2005
C 1.4905 -0.1021 -1.3093
C 3.4090 -1.9674 2.4193
C 2.4176 -0.9909 -0.5048
H 4.1467 -2.5067 1.8111
H 1.4897 -3.8073 -0.7251
H 1.9333 1.4734 -0.0648
H 1.5751 -4.0653 1.0310
H 3.1446 -1.4446 -1.1968
H 3.9395 -1.2603 3.0710
H 3.0495 -3.6663 0.1130
H 0.6068 -1.8206 0.4488
H -0.6810 0.4471 1.9203
H 0.8862 1.8648 -1.4007
H 2.8810 -2.6902 3.0574
H -0.2802 0.8222 0.4892
H 1.7204 -0.6545 2.1880
*
```

## Properties
Orbital gap in eV: 10.3
SMILES string: C[C@@H]1[C@@H](C(N)=O)O[C@@H]1C.O
HOMO level in eV: -9.716

Which structure is most stable? arrangement two, by 0.0982 hartree over the runner-up.

Arrangement one

Formula: HNO3S
Source: OMol25
Level of theory: ωB97M-V with the def2-TZVPD basis set

ORCA input file:
```
! wB97M-V def2-TZVPD RIJCOSX def2/J DEFGRID3
* xyz 0 1
S 0.1101 -1.1150 -0.4718
O 3.4577 -0.0577 0.4860
O 1.1505 -0.8526 0.5767
O 2.1189 0.5743 -1.0667
N 2.4564 0.0470 -0.0874
H -0.7112 -0.2384 -0.0156
*
```

## Properties
Orbital gap (spin up / spin down) in eV: 9.2 / 9.2
HOMO level (spin up / spin down) in eV: -9.385 / -9.384

Arrangement two

Formula: HNO3S
Source: OMol25
Level of theory: ωB97M-V with the def2-TZVPD basis set

ORCA input file:
```
! wB97M-V def2-TZVPD RIJCOSX def2/J DEFGRID3
* xyz 0 1
S -0.1364 1.1213 -0.3655
O -0.2575 1.6857 0.9813
O 2.0556 -1.2088 0.0848
O -1.3250 0.0569 -0.6439
N 0.9160 -0.8324 0.1494
H -1.2527 -0.8227 -0.2061
*
```

## Properties
Orbital gap (spin up / spin down) in eV: 7.6 / 8.0
HOMO level (spin up / spin down) in eV: -8.646 / -9.317

Which structure is most stable? arrangement two, by 0.0573 hartree over the runner-up.

Arrangement one

Formula: C3H4BrN
Source: OMol25
Level of theory: ωB97M-V with the def2-TZVPD basis set

ORCA input file:
```
! wB97M-V def2-TZVPD RIJCOSX def2/J DEFGRID3
* xyz 0 1
Br -1.7316 -1.5327 0.1481
N -1.0414 1.7805 1.8714
C -0.9009 1.0204 1.0386
C 1.0108 -0.4716 -0.4182
C -0.6482 0.1479 -0.0689
H 1.0755 -0.8140 -1.3718
H 1.5410 0.4766 -0.3874
H 1.4948 -1.1163 0.3606
H -0.8001 0.5092 -1.1723
*
```

## Properties
Orbital gap in eV: 10.7
SMILES string: C[C@@H](Br)C#N
HOMO level in eV: -10.446

Arrangement two

Formula: C3H4BrN
Source: OMol25
Level of theory: ωB97M-V with the def2-TZVPD basis set

ORCA input file:
```
! wB97M-V def2-TZVPD RIJCOSX def2/J DEFGRID3
* xyz 0 1
Br -2.4310 -0.2946 0.2461
N 1.0055 2.4131 0.4112
C 0.2187 -1.1632 0.0027
C -0.9849 -1.3211 -0.5031
C 0.2341 1.9073 -0.3005
H 1.7151 2.4493 1.2101
H -1.2361 -2.1318 -1.1240
H 1.0369 -1.5744 -0.5632
H 0.4416 -0.2846 0.6207
*
```

## Properties
Orbital gap in eV: 10.3
HOMO level in eV: -9.460

Which structure is most stable? arrangement one, by 0.0343 hartree over the runner-up.

Arrangement one

Formula: C4H6F2O
Source: OMol25
Level of theory: ωB97M-V with the def2-TZVPD basis set

ORCA input file:
```
! wB97M-V def2-TZVPD RIJCOSX def2/J DEFGRID3
* xyz 0 1
F 2.8474 1.0977 0.6635
F 2.8785 -1.1091 0.5816
O 2.0156 -0.0234 -1.1848
C 0.8909 -0.0544 -0.3063
C 0.0375 -1.2921 -0.0966
C 2.2626 -0.0379 0.1673
C 0.1483 1.2489 -0.0410
H 0.1959 1.2991 1.0165
H -0.8263 1.3808 -0.6229
H 0.7005 2.1456 -0.5252
H -0.5528 -1.0562 0.6877
H 0.6876 -2.1047 -0.1908
H -0.6820 -1.3307 -0.9699
*
```

## Properties
Orbital gap in eV: 11.8
SMILES string: CC1(C)OC1(F)F
HOMO level in eV: -10.941

Arrangement two

Formula: C4H6F2O
Source: OMol25
Level of theory: ωB97M-V with the def2-TZVPD basis set

ORCA input file:
```
! wB97M-V def2-TZVPD RIJCOSX def2/J DEFGRID3
* xyz 0 1
F -1.3925 -1.3802 -0.4345
F 0.6870 1.7301 -0.4211
O -2.3396 0.5565 -0.2896
C 1.5367 -0.4633 -0.6715
C 0.8640 0.5605 0.1920
C -0.2824 0.1289 1.0653
C -1.5096 -0.2797 0.3566
H -0.6684 1.0028 1.6317
H -2.0952 0.5828 -1.1835
H 1.0902 -0.4439 -1.6915
H 0.0526 -0.5320 1.8609
H 2.5725 -0.0919 -0.4357
H 1.4848 -1.3707 0.0207
*
```

## Properties
Orbital gap (spin up / spin down) in eV: 8.5 / 8.6
HOMO level (spin up / spin down) in eV: -8.075 / -8.123

Which structure is most stable? arrangement one, by 0.0890 hartree over the runner-up.

Arrangement one

Formula: C2H3F2NO2
Source: OMol25
Level of theory: ωB97M-V with the def2-TZVPD basis set

ORCA input file:
```
! wB97M-V def2-TZVPD RIJCOSX def2/J DEFGRID3
* xyz 0 1
F -1.7311 -1.1247 -0.8056
F -0.6121 -2.3981 0.6449
O 1.5559 -0.2941 0.2561
O 0.2417 2.1016 0.0008
N -0.3469 0.8569 -0.1846
C 0.3716 -0.2427 -0.0011
C -0.4918 -1.5169 -0.3203
H 0.0328 -1.9643 -1.1479
H 0.8840 1.9912 0.6265
H -1.3987 0.7845 -0.1486
*
```

## Properties
Orbital gap in eV: 11.1
SMILES string: O=C(NO)C(F)F
HOMO level in eV: -10.342

Arrangement two

Formula: C2H3F2NO2
Source: OMol25
Level of theory: ωB97M-V with the def2-TZVPD basis set

ORCA input file:
```
! wB97M-V def2-TZVPD RIJCOSX def2/J DEFGRID3
* xyz 0 1
F -0.3781 1.5198 1.1333
F -0.1736 1.5936 -1.0261
O -2.8433 -0.4808 -0.0728
O -1.2762 -1.9484 0.0435
N -1.7945 -0.9088 0.2058
C 0.0907 0.8070 0.0287
C 1.3107 -0.0077 -0.0820
H 2.1915 0.6877 0.0444
H 1.4405 -0.6019 -1.0473
H 1.4324 -0.6605 0.7726
*
```

## Properties
Orbital gap (spin up / spin down) in eV: 9.8 / 7.6
HOMO level (spin up / spin down) in eV: -9.869 / -8.684

Which structure is most stable? arrangement one, by 0.1316 hartree over the runner-up.